ORCA calculation (the ωB97M-V functional and the def2-TZVPD basis) on 2 unconnected molecules or ions with the total composition C4H12NO2.

Results
LUMO energy = 4.0069 eV
Orbital gap = 6.561 eV
Energy relative to the best compared isomer or geometry (same formula, charge and spin) = 27.4 kcal per mole
Charge = -1
HOMO level = -2.555 eV

Cartesian coordinates (Å):
C  -1.11  0.97  1.44
C  -0.32  0.06  0.52
C  -0.18  0.62  -0.88
C  1.04  1.62  -0.90
O  0.85  2.71  -0.17
N  -0.80  -1.39  0.48
H  -0.60  1.93  1.48
H  -1.14  0.56  2.45
H  -2.10  1.03  0.96
H  0.69  0.04  0.96
H  -1.02  1.31  -1.04
H  0.10  -0.11  -1.64
H  1.37  1.76  -1.96
H  1.90  0.95  -0.54
H  -1.78  -1.12  0.56
H  -0.64  -1.80  1.40
H  1.19  -3.01  -0.60
H  -0.23  -3.20  -0.68
O  0.56  -3.75  -0.59

Here are the Mulliken charges for atoms 1 to 2, given in e: -1.579 0.119

ORCA calculation (the ωB97M-V functional and the def2-TZVPD basis) on 3 unconnected molecules or ions with the total composition C10H23NO6.

Results
LUMO energy = -0.2334 eV
Orbital gap = 9.675 eV
Charge = 0
HOMO level = -9.908 eV

Cartesian coordinates (Å):
O  0.06  -0.80  0.35
C  0.36  0.35  -0.32
O  0.54  1.67  0.30
C  -0.76  2.18  0.75
C  -1.67  2.69  -0.52
N  -2.74  1.72  -0.97
C  -3.73  1.39  0.13
O  -3.96  2.10  1.24
O  -4.49  0.11  -0.04
H  0.46  0.30  -1.51
H  -1.27  1.38  1.43
H  -0.56  3.14  1.43
H  -0.91  2.80  -1.44
H  -2.08  3.78  -0.30
H  -3.31  2.21  -1.72
H  -3.83  -0.46  -0.58
C  -2.00  -3.38  3.32
C  -2.69  -3.12  1.99
C  -2.60  -4.33  1.07
O  -2.08  -2.00  1.35
H  -0.94  -3.59  3.17
H  -2.06  -2.50  3.96
H  -2.46  -4.23  3.84
H  -3.74  -2.86  2.16
H  -1.56  -4.57  0.85
H  -3.09  -4.12  0.11
H  -3.08  -5.20  1.52
H  -1.14  -2.22  1.20
C  5.30  0.53  -1.28
C  4.57  1.23  -2.41
C  4.50  2.74  -2.19
O  3.24  0.72  -2.50
H  4.79  0.69  -0.32
H  5.33  -0.55  -1.45
H  6.33  0.90  -1.19
H  5.07  1.02  -3.36
H  3.97  2.97  -1.26
H  3.96  3.23  -3.00
H  5.51  3.17  -2.13
H  2.79  0.90  -1.66

Here are the Mulliken charges for atoms 1 to 2, given in e: -0.600 0.148

ORCA calculation (the ωB97M-V functional and the def2-TZVPD basis) on a molecular structure, C43H35ErN2O6P2.

Results
LUMO energy (spin up / spin down) = -6.4530 / -6.4348 eV
Orbital gap (spin up / spin down) = 7.554 / 7.556 eV
Charge = +2
⟨S²⟩ = 3.753
2S+1 = 4
HOMO level (spin up / spin down) = -14.007 / -13.991 eV

Cartesian coordinates (Å):
C  0.64  -1.71  -4.21
C  -0.42  -2.05  -3.34
C  -1.75  -2.06  -3.81
C  -2.00  -1.83  -5.17
C  -0.94  -1.56  -6.04
C  0.38  -1.47  -5.56
P  -0.10  -2.16  -1.55
C  -1.34  -3.26  -0.77
C  -2.45  -2.71  -0.10
C  -3.50  -3.55  0.25
C  -3.41  -4.92  0.02
C  -2.26  -5.48  -0.56
C  -1.23  -4.63  -0.98
Er  -1.07  0.30  -0.86
P  0.46  2.38  -1.51
C  -1.21  2.43  -2.39
C  -1.28  2.87  -3.74
C  -2.29  2.41  -4.56
C  -3.33  1.62  -4.04
C  -3.45  1.41  -2.67
C  -2.46  1.95  -1.83
C  0.16  3.53  -0.16
C  0.84  3.34  1.06
C  0.35  3.98  2.20
C  -0.75  4.85  2.09
C  -1.35  5.10  0.84
C  -0.87  4.47  -0.30
C  2.10  2.67  -2.20
C  3.02  1.58  -2.29
C  4.17  1.71  -3.07
C  4.35  2.87  -3.83
C  3.38  3.87  -3.86
C  2.26  3.77  -3.04
C  1.50  -2.94  -1.36
C  2.02  -3.81  -2.32
C  3.30  -4.34  -2.18
C  4.05  -4.00  -1.05
C  3.54  -3.16  -0.04
C  2.26  -2.63  -0.20
H  1.70  2.68  1.08
H  0.82  3.83  3.16
H  -1.12  5.38  2.98
H  -2.20  5.79  0.75
H  -1.30  4.66  -1.30
H  -0.54  3.58  -4.09
H  -2.29  2.66  -5.63
H  -4.10  1.21  -4.70
H  -4.33  0.87  -2.27
H  -2.68  2.08  -0.74
H  2.75  0.60  -1.88
H  4.89  0.90  -3.16
H  5.23  2.96  -4.47
H  3.46  4.69  -4.57
H  1.42  4.48  -3.15
H  1.44  -4.07  -3.21
H  3.70  -5.03  -2.93
H  5.07  -4.39  -0.94
H  4.13  -2.92  0.86
H  1.83  -1.97  0.56
H  -2.56  -1.62  0.13
H  -4.40  -3.11  0.69
H  -4.25  -5.54  0.29
H  -2.20  -6.55  -0.70
H  -0.35  -5.05  -1.47
H  -2.57  -2.21  -3.12
H  -3.03  -1.85  -5.52
H  -1.18  -1.35  -7.10
H  1.21  -1.20  -6.21
H  1.63  -1.46  -3.82
H  0.36  0.32  -2.63
H  0.75  0.86  -3.13
O  -1.83  0.83  1.24
C  -0.77  0.33  1.77
O  0.20  -0.09  0.98
C  -0.54  0.23  3.24
C  0.26  -0.84  3.71
C  0.53  -0.96  5.09
C  0.03  -0.04  6.03
C  -0.67  1.05  5.55
C  -1.02  1.16  4.16
N  -1.15  1.96  6.56
O  -0.83  1.66  7.73
O  -1.85  2.95  6.27
N  1.34  -2.04  5.55
O  1.77  -2.84  4.68
O  1.57  -2.16  6.78
H  0.73  -1.53  2.99
H  0.24  -0.16  7.09
H  -1.62  2.01  3.89

Here are the Mulliken charges for atoms 1 to 2, given in e: -0.747 0.571

Respective DFT total energy values: -364.81177, -900.87590, -3917.56761 Eh.